Below is a 4-piece molecular cluster, C2H11O4 overall at a distorted geometry, with properties calculated with the ωB97M-V functional and the def2-TZVPD basis.

The geometry in XYZ format:
```
17
Properties=species:S:1:pos:R:3:forces:R:3
C 0.05895 0.59602 -1.80567 2.0 -0.8 0.6
O 0.48622 0.85675 -0.41039 0.2 0.8 -3.5
C 0.29134 -0.90828 -2.21138 -0.7 -1.1 0.6
H 0.38912 1.36593 -2.55606 0.5 -0.7 1.0
H -0.96104 0.66141 -1.81911 -2.9 0.5 0.0
H -0.28458 -1.50642 -1.45071 0.3 0.7 -0.6
H 1.29675 -1.24934 -1.98339 0.4 0.2 -0.4
H -0.06234 -1.37629 -3.21170 0.6 1.5 1.2
H 0.89203 2.57667 1.22551 -0.2 0.4 0.6
H 0.96100 1.35625 1.87937 -0.1 -1.7 0.4
O 0.91217 2.26103 2.15244 0.2 1.1 -1.0
H -1.65318 -0.09385 3.37509 -0.6 -0.6 -1.3
H -1.02483 -0.91400 2.14849 -1.3 0.5 -0.4
O -1.95324 -0.55286 2.54482 1.4 0.2 1.6
H 0.35479 -1.98334 0.88322 0.0 -0.1 0.1
H 0.26653 0.03362 0.08446 -0.2 -1.0 1.1
O 0.03031 -1.12330 1.15501 0.4 0.1 -0.2
```
Forces are in eV/Å.

Results
Kohn-Sham gap: 8.5 eV
Total charge: -1
Calculated total energy: -10442.62977 eV
LUMO level: 0.1417 hartree